# 1
Density functional theory data (ωB97M-V with the def2-TZVPD basis set) for the molecule CH6N4O.

```
12
Properties=species:S:1:pos:R:3:forces:R:3:lowdin_charge:R:1
C -0.0521 0.9642 -0.0153 -0.219 -0.742 -0.423 -0.575
H -2.5948 -0.6984 -0.7814 0.727 0.447 0.692 0.101
H -2.4175 -0.6797 0.8975 0.053 0.045 -0.203 0.085
H -0.2514 -1.0928 -0.1672 0.219 -0.177 -0.004 0.104
H 1.9246 1.6218 0.1193 -1.040 -1.182 -0.137 0.154
H 1.5884 -1.0695 0.8263 0.471 0.894 -1.114 0.100
H 1.9543 -0.8905 -0.8349 -0.012 -0.918 -0.679 0.057
N -2.1029 -0.2740 0.0230 -1.762 -0.157 -0.270 0.009
N -0.7494 -0.2316 -0.0778 0.995 -0.252 -0.106 -0.063
N 1.3242 0.7904 -0.0676 0.960 0.400 0.594 -0.033
N 1.9810 -0.4708 0.0604 -0.638 0.936 1.435 0.000
O -0.6044 2.0310 0.0176 0.246 0.706 0.216 0.063
```
Positions in Å, forces in eV/Å.

Results
Structure (SMILES) = NNC(=O)NN
Highest occupied orbital energy = -9.62 eV
Lowest unoccupied orbital energy = 0.70 eV
Spin multiplicity = 1

***

# 2
Density functional theory data (ωB97M-V with the def2-TZVPD basis set) for a 2-piece molecular cluster, C3H5FO overall.

```
10
Properties=species:S:1:pos:R:3:forces:R:3:lowdin_charge:R:1
C 0.6191 -1.3810 -0.6535 -3.174 -0.371 1.001 -0.026
C -0.6595 -1.2244 -0.2514 1.989 1.003 -0.268 -0.051
C 0.0720 2.8143 0.5862 0.809 1.409 1.833 -0.205
O 0.3149 1.8902 1.4624 -0.832 -1.572 -1.381 0.035
F -0.2977 2.2446 -0.5114 -0.629 -0.912 -1.621 0.032
H 1.2397 -0.7150 -1.1257 0.956 2.044 -1.039 0.021
H 1.0587 -2.3213 -0.5547 0.566 -1.540 0.353 0.030
H -1.2635 -0.3336 -0.2259 0.238 0.570 -0.628 0.034
H -1.1448 -1.9796 0.2732 -0.628 -1.647 0.594 0.024
H 0.0611 1.0059 1.0007 0.707 1.017 1.157 0.107
```
Positions in Å, forces in eV/Å.

Results
Highest occupied orbital energy = -10.11 eV
Lowest unoccupied orbital energy = 0.98 eV
Spin multiplicity = 1

***

# 3
Density functional theory data (ωB97M-V with the def2-TZVPD basis set) for the molecule C4H6N2O2.

```
14
Properties=species:S:1:pos:R:3:forces:R:3:lowdin_charge:R:1
N -0.6340 -0.9174 0.5379 2.854 -0.265 -3.077 0.140
C -1.0142 0.2843 1.0425 0.197 0.868 0.279 -0.412
C 0.4827 -0.6472 -0.4300 -2.330 2.151 1.934 -0.257
C 0.7285 0.7069 -0.3061 0.525 -1.927 0.104 -0.312
N 0.9788 -1.5439 -1.3456 0.668 -1.032 -0.222 0.090
C -0.1598 1.2763 0.6324 -0.707 -0.230 0.742 0.016
O -2.0067 0.3794 1.9695 -0.135 -0.204 -0.003 0.064
O 1.7997 1.3169 -0.9128 -0.141 0.351 -0.131 0.036
H -2.6881 -0.2746 1.7639 0.088 0.195 0.124 0.106
H 1.8396 2.2302 -0.6006 0.021 -0.227 -0.164 0.102
H -1.2011 -1.7120 0.3064 -0.526 0.024 0.353 0.137
H 0.3496 -2.2413 -1.7228 0.106 0.378 -0.087 0.083
H 1.5762 -1.0949 -2.0363 -0.371 -0.295 0.223 0.095
H -0.0512 2.2374 1.1015 -0.250 0.213 -0.075 0.111
```
Positions in Å, forces in eV/Å.

Results
Structure (SMILES) = Nc1[nH]c(O)cc1O
Highest occupied orbital energy = -6.56 eV
Lowest unoccupied orbital energy = 0.61 eV
Spin multiplicity = 1

***

# 4
Density functional theory data (ωB97M-V with the def2-TZVPD basis set) for a 2-piece molecular cluster, C2H8N2O overall.

```
13
Properties=species:S:1:pos:R:3:forces:R:3:lowdin_charge:R:1
C 2.5611 0.8694 1.1614 0.407 0.845 -0.333 -0.114
N 1.6253 0.9723 0.0610 -0.342 -0.842 0.264 -0.076
C 0.6454 0.0360 -0.0868 0.346 -0.042 -0.241 -0.365
N -0.1059 0.0440 -1.1065 -0.646 0.429 -0.120 0.053
H 2.0539 0.9774 2.1198 -0.011 -0.259 0.107 0.075
H 3.2779 1.6951 1.1160 -0.141 -0.090 -0.114 0.080
H 3.1563 -0.0468 1.1197 -0.206 -0.035 0.090 0.078
H 1.5818 1.6920 -0.6406 0.477 0.204 0.197 0.125
H 0.6341 -0.7268 0.6970 -0.161 0.137 0.194 0.122
H -0.9065 -0.5706 -1.0168 0.258 -0.340 -0.046 0.024
H -5.4681 -1.1688 -1.0299 -0.056 -0.121 -0.110 0.029
H -4.4912 -2.2937 -1.4508 -0.183 0.082 -0.016 0.031
O -4.5640 -1.4796 -0.9436 0.257 0.032 0.128 -0.061
```
Positions in Å, forces in eV/Å.

Results
Structure (SMILES) = [H]/N=C/NC.O
Highest occupied orbital energy = -8.59 eV
Lowest unoccupied orbital energy = 1.01 eV
Spin multiplicity = 1

***

# 5
Density functional theory data (ωB97M-V with the def2-TZVPD basis set) for the molecule C7H10O2S.

```
20
Properties=species:S:1:pos:R:3:forces:R:3:lowdin_charge:R:1
C 0.2968 -0.9347 0.2143 -0.366 2.956 0.589 -0.292
C 0.3881 0.4304 0.2621 -2.681 0.186 -0.598 -0.397
C -2.1496 0.6891 -0.0340 -1.479 -0.035 -0.679 -0.519
C -1.0621 -1.5645 0.0687 -0.343 -1.951 1.063 -0.151
C -2.2723 -0.7400 0.5461 0.802 0.799 -1.491 -0.071
C 1.5432 -1.7329 0.1881 0.746 -0.597 -1.108 -0.068
C 1.8283 2.7207 -0.6485 1.940 0.820 2.107 -0.365
O -3.0847 1.3548 -0.4214 0.143 -0.657 0.372 0.092
O -0.9487 1.2537 -0.1150 3.385 -1.585 1.128 -0.005
S 1.6830 1.5497 0.7433 -0.762 -0.810 -0.257 0.895
H -1.2350 -1.8524 -0.9723 0.140 -0.038 -0.058 0.127
H -1.0637 -2.5616 0.6622 0.120 1.491 -0.959 0.149
H -2.2045 -0.5325 1.5945 -0.189 -0.420 0.905 0.117
H -3.2267 -1.2459 0.2447 0.853 0.839 0.432 0.140
H 2.0488 -1.3542 -0.6943 0.277 -0.328 -0.506 0.084
H 1.4373 -2.8199 0.0551 -0.341 0.434 0.190 0.091
H 2.3054 -1.5489 0.9198 -0.125 0.141 0.994 0.070
H 2.7700 3.3510 -0.3837 -1.575 -1.198 -0.616 0.076
H 0.9972 3.3697 -0.7051 -0.942 0.590 -0.003 0.017
H 1.9492 2.1685 -1.5248 0.397 -0.635 -1.506 0.010
```
Positions in Å, forces in eV/Å.

Results
Structure (SMILES) = CSC1=C(C)CCC(=O)O1
Highest occupied orbital energy = -8.84 eV
Lowest unoccupied orbital energy = 0.56 eV
Spin multiplicity = 1

***

# 6
Density functional theory data (ωB97M-V with the def2-TZVPD basis set) for C3H4BiO2 as an isolated structure.

```
10
Properties=species:S:1:pos:R:3:forces:R:3:lowdin_charge:R:1
C -0.9156 -0.2976 -0.2264 4.717 0.558 3.133 -0.194
C -1.0385 1.0423 -0.5217 -0.353 0.174 -1.243 0.216
H -1.5650 1.7127 0.1606 -0.089 -0.063 -0.333 0.139
H -0.8254 1.3184 -1.5585 0.273 0.438 0.474 0.128
C 0.6863 -0.1423 -0.3174 -6.915 -0.827 -4.891 -0.177
O 1.4268 -0.5248 0.5872 2.411 -0.702 3.174 -0.417
Bi 3.4334 -0.9756 0.9496 0.127 -0.024 0.201 1.859
H 1.0503 -0.0749 -1.3565 -0.150 0.718 0.487 0.159
O -1.4551 -0.7759 0.8933 0.290 0.251 -1.059 0.149
H -0.7972 -1.2822 1.3899 -0.310 -0.523 0.057 0.136
```
Positions in Å, forces in eV/Å.

Results
Highest occupied orbital energy (spin up / spin down) = -18.08 / -18.22 eV
<S²> = 0.7539
Total charge = +2
Lowest unoccupied orbital energy (spin up / spin down) = -12.80 / -12.60 eV
Spin multiplicity = 2

***

# 7
Density functional theory data (ωB97M-V with the def2-TZVPD basis set) for the molecule C5H10O2.

```
17
Properties=species:S:1:pos:R:3:forces:R:3:lowdin_charge:R:1
O 2.4451 -0.6703 1.0483 0.249 0.240 0.048 -0.072
C 1.7196 -0.5727 -0.1702 -0.165 -0.068 -0.305 -0.220
C 0.2444 -0.2714 0.1189 -0.013 -0.051 0.146 -0.286
C -0.2742 1.1587 -0.0673 0.034 0.038 0.036 -0.132
C -1.7618 0.9086 0.1396 0.008 0.274 0.125 -0.212
O -2.0279 -0.2901 -0.5728 -0.072 -0.054 -0.031 -0.131
C -0.8495 -1.0908 -0.5927 0.257 -0.207 -0.026 -0.161
H 2.4077 0.1882 1.4895 0.059 -0.168 -0.068 0.087
H 2.1773 0.1799 -0.8304 -0.165 -0.111 0.054 0.122
H 1.8409 -1.5493 -0.6510 -0.076 0.141 0.054 0.123
H 0.1802 -0.5082 1.1864 -0.285 0.045 -0.018 0.142
H 0.1492 1.8703 0.6492 -0.082 -0.085 -0.073 0.119
H -0.0934 1.5347 -1.0836 0.037 -0.140 0.155 0.125
H -2.4228 1.6893 -0.2468 0.124 -0.102 0.007 0.122
H -1.9707 0.7747 1.2140 -0.023 0.024 -0.158 0.122
H -0.6134 -1.3286 -1.6397 0.088 0.110 0.158 0.126
H -1.0364 -2.0357 -0.0659 0.028 0.114 -0.104 0.125
```
Positions in Å, forces in eV/Å.

Results
Structure (SMILES) = OC[C@H]1CCOC1
Highest occupied orbital energy = -9.68 eV
Lowest unoccupied orbital energy = 0.89 eV
Spin multiplicity = 1

***

# 8
Density functional theory data (ωB97M-V with the def2-TZVPD basis set) for C4H7N3 as an isolated structure.

```
14
Properties=species:S:1:pos:R:3:forces:R:3:lowdin_charge:R:1
C 1.9076 0.2522 -0.2688 0.323 0.106 -0.314 0.053
N 1.1472 -0.6214 1.1517 -0.134 -0.108 0.056 -0.067
C 0.2521 0.3566 0.7065 -0.173 -0.007 0.049 -0.182
C -0.8321 -0.3181 0.1444 0.073 0.013 0.092 -0.359
C -2.0729 0.2317 -0.4783 -0.074 0.000 0.013 -0.044
N -0.5691 -1.6252 0.2635 0.046 0.222 -0.080 0.058
N 0.6131 -1.7986 0.8261 0.032 0.126 -0.061 -0.061
H 2.2687 -0.6599 -0.7352 -0.100 0.095 0.179 0.085
H 2.6755 0.7804 0.2878 -0.102 -0.130 -0.077 0.078
H 1.4551 0.9007 -1.0221 0.039 -0.095 0.109 0.072
H 0.3501 1.3831 1.0347 -0.044 -0.126 -0.067 0.138
H -2.8256 -0.5559 -0.5515 0.088 0.102 0.016 0.077
H -2.4737 1.0489 0.1290 -0.014 -0.100 -0.102 0.076
H -1.8961 0.6255 -1.4878 0.040 -0.100 0.186 0.077
```
Positions in Å, forces in eV/Å.

Results
Highest occupied orbital energy = -9.29 eV
Lowest unoccupied orbital energy = 0.40 eV
Spin multiplicity = 1

***

no.,maximum force (hartree/bohr)
1,0.036
2,0.065
3,0.082
4,0.019
5,0.076
6,0.165
7,0.007
8,0.009